1.
A molecular structure, C47H41N6P2Pt in a non-equilibrium geometry, computed with the ωB97M-V functional and the def2-TZVPD basis.

## Properties
2S+1   5
Net charge   +3
Orbital gap (spin up / spin down)   0.2520 / 0.1783 hartree
⟨S²⟩   6.065
Relative energy (zero: lowest compared OMol25 entry of this formula, charge and spin)   0.7798 eV

```
97
Properties=species:S:1:pos:R:3:forces:R:3:mulliken_spin:R:1
N -0.336 1.085 2.569 -0.1 -0.1 0.0 0.055
C 3.289 1.274 2.324 -0.1 0.1 0.1 -0.001
C 3.466 0.523 0.276 0.1 0.1 0.2 0.015
H 1.713 4.340 -4.285 0.0 0.0 0.0 0.001
C -4.144 3.885 1.899 0.0 0.0 0.1 -0.022
C 1.137 2.393 -1.576 0.0 -0.2 0.2 0.065
C -3.775 2.634 1.436 0.0 -0.1 0.1 0.074
H -1.446 3.578 -0.875 0.0 0.0 0.0 0.011
C -1.250 -4.273 -0.381 0.0 0.0 -0.1 -0.031
C 3.091 -3.895 0.189 -0.1 0.0 0.3 0.188
H -1.967 2.650 5.692 0.0 0.0 0.0 0.001
H -5.172 2.078 -0.722 0.0 0.0 0.0 0.004
H -2.935 -1.475 -1.712 -0.1 0.0 0.0 0.031
C -1.892 -4.899 1.847 0.0 -0.1 0.0 -0.011
C 4.234 -5.477 -1.224 0.1 -0.1 -0.1 0.003
C 4.662 1.071 0.587 0.0 0.0 0.0 0.007
H 5.254 1.990 2.407 0.0 0.0 0.1 0.000
H -4.892 3.974 2.676 0.0 0.0 0.0 0.001
C -3.538 5.020 1.372 0.0 0.0 0.0 0.055
C -1.025 -2.977 0.052 -0.1 0.2 0.2 0.029
C -1.836 0.918 4.452 0.0 0.0 0.0 0.089
H 4.473 -5.879 -2.199 0.0 0.0 0.0 0.003
H -2.113 5.802 -0.033 0.0 0.0 0.0 0.002
H 3.498 -1.034 -4.518 0.0 0.0 0.0 0.000
C -3.798 -0.838 -1.871 0.0 0.0 0.0 0.035
C -1.231 -2.639 1.392 -0.2 -0.3 -0.1 -0.031
C -0.081 2.361 2.915 -0.1 0.1 -0.2 0.003
H -6.946 1.371 -2.262 0.0 0.0 0.0 0.002
C 3.396 -4.405 -1.105 0.0 0.0 -0.1 0.082
N 4.528 1.538 1.872 0.0 0.0 -0.1 0.004
C 1.202 2.779 -2.919 0.0 0.1 0.1 0.003
H 0.584 2.911 2.262 0.0 -0.1 0.1 0.012
C 2.265 -2.800 0.371 -0.1 0.0 -0.2 0.093
C 2.063 4.926 -2.247 0.0 0.0 0.0 0.001
Pt 0.644 -0.223 1.291 0.8 -0.1 0.0 0.502
C 1.572 -1.981 -4.611 0.0 0.0 0.1 0.024
C -0.642 2.954 4.014 -0.1 0.0 0.0 0.090
H -0.399 3.979 4.259 0.0 0.0 0.0 0.001
C -1.677 -5.241 0.517 0.0 0.0 0.0 0.065
N -1.253 0.970 -1.365 0.2 -0.3 0.6 0.150
C -1.526 2.205 4.810 0.0 0.0 -0.1 0.011
C 2.172 -0.280 -3.019 -0.1 0.0 0.0 0.009
C -5.065 1.158 -1.278 0.1 0.0 0.0 0.052
C -0.048 -1.230 -2.999 0.0 0.1 0.0 0.011
H 3.652 1.446 4.408 0.0 0.0 0.0 0.001
H -1.875 -3.322 3.316 0.0 -0.1 0.0 0.002
P 0.439 0.781 -1.128 -0.7 0.1 0.1 0.177
C 1.989 4.547 -0.912 0.0 0.1 0.1 0.002
H 2.432 5.908 -2.511 0.0 0.0 0.0 0.000
H -1.849 -6.255 0.182 0.0 0.0 0.0 0.003
H -0.715 -2.206 -0.644 0.0 -0.1 0.0 0.023
H -4.226 1.739 1.852 0.0 0.0 0.0 -0.001
C -6.061 0.758 -2.149 -0.1 0.0 0.0 -0.010
C -2.569 4.911 0.379 0.1 0.0 0.0 -0.007
H -3.812 5.999 1.744 0.0 0.0 0.0 0.001
H 2.957 -3.937 -1.976 0.0 0.0 0.0 0.007
H -1.047 -1.282 -2.586 0.0 0.0 -0.1 0.009
N 2.608 0.668 1.359 -0.3 -0.2 -0.4 0.023
C 1.544 -1.815 0.557 0.3 0.1 0.1 0.303
H -2.218 -5.654 2.551 0.0 0.0 0.0 0.001
C -1.238 0.357 3.309 0.2 0.2 -0.3 -0.056
H 1.474 2.979 0.462 0.1 0.0 -0.1 0.009
C 1.527 3.285 -0.577 0.0 -0.1 0.0 0.024
C -2.189 3.666 -0.094 0.0 0.0 0.0 0.039
C 2.508 -1.097 -4.085 0.1 -0.1 0.0 -0.009
H -1.113 -4.526 -1.426 0.0 0.0 0.0 0.000
H 1.991 1.011 3.999 0.0 0.0 0.0 -0.004
H 5.575 1.159 0.023 0.0 0.0 0.1 0.000
C 4.797 -6.064 -0.076 -0.1 0.1 0.0 0.191
C 1.663 4.046 -3.244 0.0 0.0 -0.1 0.003
H 1.837 -2.617 -5.444 0.0 0.0 0.0 0.000
C 0.295 -2.044 -4.068 0.0 -0.1 0.0 -0.009
C 2.841 1.619 3.700 0.1 0.0 0.0 0.015
N -1.534 -0.897 2.930 -0.4 -0.4 0.1 0.384
H 4.913 -6.071 2.078 0.0 0.0 0.0 0.002
H 3.391 -4.131 2.325 0.0 0.0 0.0 -0.002
C -3.903 0.380 -1.173 0.3 -0.3 0.3 0.087
P -2.479 0.884 -0.211 -0.5 0.9 -1.0 0.289
H 0.899 2.102 -3.707 0.0 0.0 0.0 0.002
C -4.801 -1.222 -2.736 0.0 0.0 0.0 -0.022
H 2.298 5.236 -0.136 0.0 0.0 0.0 0.000
H -2.520 0.303 5.022 0.0 0.0 0.0 0.000
H 5.484 -6.894 -0.185 -0.1 0.0 0.0 0.003
H 2.564 2.672 3.771 0.0 0.0 0.0 -0.002
H -0.438 -2.721 -4.488 0.0 0.0 0.0 0.000
C -2.819 2.531 0.419 0.2 -0.5 0.3 0.146
H 2.901 0.424 -2.636 0.0 0.0 -0.1 0.001
C 3.648 -4.519 1.349 0.0 -0.1 -0.1 0.101
C -1.692 -3.602 2.288 0.1 0.2 0.0 0.081
C -5.932 -0.421 -2.878 0.0 0.0 0.1 0.069
H 3.170 0.003 -0.617 0.0 0.0 0.0 -0.010
H -4.719 -2.151 -3.286 0.0 0.0 0.0 0.000
C 4.488 -5.589 1.207 0.1 -0.1 0.0 -0.009
C 0.881 -0.328 -2.480 0.2 0.0 0.1 0.065
N -0.998 -1.308 1.800 0.4 0.8 -0.2 0.384
H -6.727 -0.727 -3.546 0.0 0.0 0.0 0.002
H -1.555 1.166 -2.314 0.0 -0.1 -0.1 0.004
```
Forces are in eV/Å.

***

2.
A molecular structure, C47H42Br2GeKN7O4S in a non-equilibrium geometry, computed with the ωB97M-V functional and the def2-TZVPD basis.

## Properties
2S+1   2
Net charge   -1
Orbital gap (spin up / spin down)   0.2183 / 0.1981 hartree
⟨S²⟩   0.753
Relative energy (zero: lowest compared OMol25 entry of this formula, charge and spin)   1.0328 eV

```
105
Properties=species:S:1:pos:R:3:forces:R:3:mulliken_spin:R:1
C -25.736 -13.210 -2.354 -0.1 -0.3 -0.2 -0.005
H -17.814 -14.751 6.111 0.3 -0.3 -0.4 0.000
H -17.324 -9.161 0.099 0.1 0.1 -0.6 0.000
H -22.269 -7.906 3.095 0.3 0.1 -0.1 0.000
C -20.862 -10.730 4.253 0.5 0.1 0.3 0.000
N -17.744 -11.775 -0.207 -0.7 0.3 0.6 0.001
N -26.175 -10.188 2.442 0.1 -0.6 0.5 0.000
S -18.041 -14.429 0.190 -0.4 -0.3 0.3 0.006
H -20.436 -8.135 1.471 0.3 -0.6 -0.1 0.000
C -20.389 -10.794 -2.404 -1.0 0.0 0.8 -0.016
C -26.025 -10.585 4.811 0.3 0.4 -0.6 0.000
N -19.936 -10.945 3.313 -0.1 -0.6 0.1 0.001
H -16.433 -12.523 -2.192 -0.1 0.8 -0.6 0.001
C -21.166 -11.723 -1.646 0.4 -0.1 0.1 -0.214
H -19.552 -15.962 6.559 -0.2 0.1 -0.2 0.000
C -21.396 -16.231 -1.358 -0.8 -0.6 0.7 0.072
H -16.779 -9.588 1.709 0.5 -0.3 0.3 0.000
H -17.415 -12.420 4.395 -0.1 -0.2 -0.1 0.000
O -22.832 -13.160 4.204 0.0 0.3 0.3 -0.001
C -21.667 -9.604 4.233 0.1 -0.1 -0.7 0.000
C -16.955 -14.290 4.270 -0.2 0.3 0.1 0.000
C -23.065 -15.993 7.777 1.3 -1.3 -1.2 0.000
C -17.633 -9.309 1.116 -0.7 -0.7 0.0 0.000
C -14.679 -14.898 5.011 -1.2 1.6 -0.3 0.000
C -26.603 -9.979 3.695 0.6 -0.2 -0.2 0.000
O -22.853 -12.880 2.004 -0.3 0.5 -0.3 -0.012
C -20.611 -9.420 -2.133 0.4 0.5 -0.5 0.006
H -26.772 -14.787 0.438 -0.2 -0.2 0.3 -0.001
C -22.215 -16.372 10.007 0.4 -0.2 -1.1 0.000
C -23.129 -15.783 9.116 -0.1 0.2 1.8 0.000
H -24.873 -11.242 1.222 -0.1 0.0 0.8 0.002
C -24.936 -11.431 4.631 -0.5 0.2 0.0 0.000
C -19.763 -10.078 2.334 -0.3 0.7 -0.8 -0.001
H -27.634 -13.694 -1.470 -0.5 0.2 -0.3 0.001
H -22.416 -11.950 0.134 -0.5 -0.5 0.2 0.095
H -17.089 -11.050 -0.488 -0.3 -0.2 0.2 0.001
C -20.976 -13.107 -1.871 0.6 -0.3 -0.7 0.156
H -23.895 -15.120 9.515 0.1 -0.1 -0.1 0.000
K -20.109 -13.641 2.525 -0.1 0.0 0.2 0.002
H -23.723 -15.483 7.108 -0.4 0.2 -0.4 0.000
N -17.637 -15.215 5.202 -0.3 0.8 0.7 0.000
H -22.862 -17.312 5.303 -0.6 -0.5 -0.5 0.000
C -23.284 -12.655 3.161 -0.2 -0.4 0.0 0.027
H -22.723 -9.666 0.522 0.0 0.4 -0.2 0.001
H -18.403 -12.899 -4.153 0.0 -0.3 -0.1 0.000
C -22.059 -16.852 7.243 0.0 0.8 0.7 -0.001
C -24.517 -11.707 3.336 0.4 -0.2 -0.4 -0.002
C -20.923 -16.688 5.017 -0.1 -0.3 0.2 -0.003
Br -20.998 -16.946 3.133 -0.3 -0.1 0.0 0.007
Ge -21.965 -14.406 -0.791 0.4 -0.4 -0.6 0.676
H -22.273 -16.208 11.064 -0.1 0.2 0.3 0.000
C -21.441 -8.992 -1.137 -0.5 0.6 0.0 -0.006
C -21.175 -17.146 9.476 -0.4 0.2 1.6 0.000
H -21.835 -16.992 -0.673 0.1 0.6 -0.4 -0.005
Br -26.564 -9.994 6.543 0.0 -0.3 -0.2 0.000
H -26.145 -12.665 -3.195 0.0 0.0 0.0 -0.001
H -20.099 -8.711 -2.787 0.0 0.0 0.3 -0.001
C -22.132 -9.929 -0.351 -0.2 -1.0 0.5 0.023
C -13.504 -13.502 6.542 -0.9 1.3 -0.3 0.000
C -15.499 -12.601 5.514 -1.4 0.0 -1.2 0.000
C -19.689 -16.081 5.477 0.0 -0.1 0.7 0.000
C -24.380 -13.400 -2.220 1.2 -0.6 0.3 0.015
H -20.304 -18.043 7.772 -0.7 0.5 -0.1 0.000
N -16.484 -13.165 -1.443 0.5 -0.7 0.1 0.001
C -26.570 -13.788 -1.409 -0.4 0.5 0.1 0.013
H -20.411 -17.585 10.144 -0.5 0.3 -0.4 0.000
C -13.644 -14.703 5.861 1.7 0.1 1.1 0.000
H -14.784 -15.751 4.396 -0.2 -1.1 -0.3 0.000
H -21.641 -7.928 -0.935 0.4 -0.5 -0.3 -0.001
C -25.180 -11.073 2.274 0.3 0.1 -0.3 0.001
C -20.030 -13.502 -2.810 0.1 -0.2 0.4 0.009
H -24.336 -15.038 0.754 0.1 -0.4 0.1 0.005
H -24.402 -11.867 5.460 0.1 -0.1 0.1 0.000
C -23.870 -14.125 -1.121 0.3 0.1 -0.3 0.085
H -21.710 -16.486 -2.370 -0.1 0.2 -0.1 0.028
O -17.802 -13.227 3.884 0.6 0.0 0.5 0.000
N -18.749 -11.516 0.713 0.4 0.8 0.1 -0.012
C -20.549 -8.922 2.218 -0.4 0.4 0.5 0.003
H -12.714 -13.384 7.261 0.4 0.0 0.1 0.000
H -23.647 -13.062 -2.961 -0.5 0.2 0.2 0.002
H -16.352 -14.122 -1.707 0.2 -0.2 -0.1 0.000
H -20.916 -11.472 5.063 -0.1 0.4 -0.5 0.000
C -19.200 -12.584 -3.497 -0.5 0.9 0.2 -0.012
O -16.396 -11.667 5.317 0.3 -0.5 0.1 0.000
C -17.445 -13.052 -0.495 0.1 -0.2 -0.1 -0.004
C -26.081 -14.433 -0.300 -0.2 -0.4 -0.2 -0.008
C -14.374 -12.419 6.306 1.1 -0.9 1.1 0.000
H -19.854 -14.562 -2.972 0.0 0.1 0.0 0.009
H -14.301 -11.478 6.840 0.2 0.0 0.0 0.000
C -18.712 -10.368 1.280 0.1 -0.2 0.5 0.003
C -22.008 -11.274 -0.585 0.9 1.1 -0.7 -0.023
C -21.554 -8.724 3.158 0.1 -0.3 0.4 -0.001
H -20.336 -16.379 -1.284 0.7 0.2 0.0 -0.004
C -21.125 -17.386 8.128 0.8 -0.8 -1.0 0.000
C -21.955 -17.053 5.789 0.3 0.7 -0.3 0.001
N -18.770 -15.728 4.680 0.2 0.0 -0.5 0.000
C -24.729 -14.640 -0.166 0.1 0.7 0.3 0.044
H -16.794 -14.914 3.421 0.2 -0.5 -1.0 0.000
H -18.795 -10.446 -3.751 0.0 -0.3 -0.3 0.001
H -27.386 -9.253 3.791 -0.4 0.2 0.2 0.000
C -19.411 -11.233 -3.319 0.1 -0.2 0.4 0.035
H -17.975 -8.375 1.504 -0.3 0.6 0.2 0.000
H -12.879 -15.432 6.044 0.2 -0.5 -0.1 0.000
C -15.636 -13.893 4.897 -0.6 0.0 0.0 0.000
H -22.385 -9.423 4.999 -0.4 0.0 0.4 0.000
```
Forces are in eV/Å.